# 1
{"formula": "C28H51BrN3O8", "method": "the ωB97M-V functional and the def2-TZVPD basis", "species": ["C", "C", "C", "C", "N", "N", "C", "C", "C", "C", "O", "Br", "C", "C", "C", "C", "C", "N", "C", "C", "C", "O", "H", "H", "H", "H", "H", "H", "H", "H", "H", "H", "H", "H", "H", "H", "H", "H", "H", "H", "H", "H", "H", "H", "H", "C", "O", "C", "C", "O", "C", "C", "O", "C", "H", "H", "H", "H", "H", "H", "H", "H", "H", "H", "H", "H", "H", "H", "C", "O", "C", "C", "O", "C", "C", "O", "C", "H", "H", "H", "H", "H", "H", "H", "H", "H", "H", "H", "H", "H", "H"], "xyz": [[1.18786, -0.51257, 4.27574], [2.04461, -1.25318, 3.52372], [3.09377, -0.65174, 2.52375], [3.13264, 0.88438, 2.72900], [4.13653, 1.40657, 3.41748], [4.38434, 2.66691, 3.72511], [3.41135, 3.43410, 3.26375], [2.24078, 3.08339, 2.49236], [1.23862, 4.17796, 2.06463], [0.24944, 4.43136, 3.27411], [-0.87670, 4.66153, 3.05457], [0.80329, 4.34587, 5.14539], [2.07164, 1.68713, 2.16148], [0.89985, 1.17092, 1.32568], [-0.50370, 1.27772, 2.06466], [-1.53073, 1.89394, 1.04112], [-3.03560, 1.59844, 1.42041], [-3.08622, 1.14467, 2.82817], [-4.05741, 0.04731, 3.06144], [-3.22265, 2.22230, 3.77466], [-4.04087, 3.52401, 3.54805], [-2.68265, 2.08909, 4.84557], [1.48300, 0.39118, 4.86090], [0.11703, -0.80502, 4.37550], [2.00138, -2.35815, 3.66679], [2.73435, -0.93943, 1.51081], [4.09822, -1.06835, 2.77057], [4.83724, 0.74813, 3.77577], [3.52476, 4.51292, 3.51265], [0.60943, 3.78397, 1.23680], [1.74614, 5.12423, 1.75747], [0.83157, 1.76668, 0.38681], [1.04906, 0.10897, 1.04328], [-0.77497, 0.24156, 2.36202], [-0.48473, 1.91215, 2.97762], [-1.34970, 2.98909, 0.93913], [-1.34908, 1.41509, 0.04495], [-3.34436, 0.71783, 0.80101], [-3.74520, 2.41636, 1.16218], [-3.46014, -0.90193, 3.14095], [-4.58617, 0.15284, 4.03152], [-4.75094, -0.12377, 2.20173], [-5.13021, 3.34843, 3.41945], [-3.61118, 4.02680, 2.64104], [-3.81635, 4.21846, 4.38981], [5.14596, -3.80322, -2.53370], [4.74499, -4.52872, -1.38842], [4.59812, -3.71000, -0.24162], [3.47667, -4.22039, 0.64976], [2.17123, -3.95121, 0.14636], [1.74867, -4.70568, -0.99084], [1.50295, -6.17648, -0.70126], [2.73236, -6.87978, -0.60431], [2.66280, -7.98336, 0.27668], [6.16866, -3.42977, -2.41498], [5.11594, -4.48079, -3.38670], [4.45899, -2.97318, -2.73232], [4.38814, -2.67147, -0.52766], [5.54516, -3.74431, 0.31220], [3.53565, -3.67717, 1.59913], [3.59701, -5.27668, 0.88953], [2.43190, -4.56752, -1.82869], [0.79444, -4.26271, -1.28908], [0.93305, -6.61816, -1.52780], [0.92300, -6.27137, 0.22392], [2.31496, -7.67166, 1.26705], [3.66739, -8.39221, 0.38368], [2.00420, -8.75883, -0.12629], [-3.81301, 1.75544, -7.57362], [-3.59659, 2.33888, -6.30401], [-4.74823, 2.29141, -5.47348], [-4.35769, 2.12400, -4.01478], [-3.91648, 0.81016, -3.67867], [-2.64021, 0.41141, -4.16903], [-1.47308, 1.13514, -3.51834], [-1.33686, 2.44879, -4.04170], [-0.80426, 3.35417, -3.10316], [-4.51551, 2.35720, -8.15961], [-2.85634, 1.72418, -8.09551], [-4.18245, 0.72912, -7.47561], [-5.40734, 1.46675, -5.76692], [-5.28506, 3.23956, -5.59791], [-5.25605, 2.28780, -3.41349], [-3.63219, 2.87522, -3.70130], [-2.59924, 0.47545, -5.25649], [-2.55529, -0.64902, -3.91463], [-0.54287, 0.59523, -3.73783], [-1.62539, 1.16034, -2.43208], [-1.40275, 3.35948, -2.18464], [-0.84102, 4.35340, -3.53706], [0.23827, 3.10244, -2.87445]], "forces_ev_per_a": [[0.0, 0.0, 0.1], [-0.2, 0.3, 0.4], [0.3, 0.2, 2.4], [-1.6, -1.2, -1.7], [0.5, -1.4, 0.2], [-1.9, 0.3, -0.9], [-0.4, 1.9, 0.0], [0.6, -1.7, -0.4], [0.6, -1.1, 1.1], [0.5, 0.1, -0.8], [-0.9, 0.2, -0.2], [0.4, -0.1, -0.5], [1.1, 2.1, 1.0], [0.0, 0.1, 0.5], [0.0, 0.1, -0.8], [-0.3, -0.4, 0.0], [0.6, -1.1, -0.4], [-1.6, 1.5, -0.7], [0.7, -1.4, 0.2], [-0.3, 0.2, 0.9], [1.1, 0.2, -0.9], [0.1, -0.2, 0.1], [-0.5, 0.1, -1.6], [1.2, -0.5, 1.0], [-0.5, 0.8, -1.4], [0.6, 0.3, 0.6], [-0.5, 0.1, -0.7], [-0.3, 0.3, -0.2], [0.1, -0.9, -0.2], [0.4, 0.5, 0.6], [-0.4, -0.7, 0.4], [0.3, -0.4, 0.6], [0.0, 0.8, 0.1], [-0.1, 0.9, -0.1], [0.2, -0.6, -0.5], [-0.1, -0.7, 0.1], [-0.1, 0.6, 0.7], [0.2, 0.8, 0.5], [0.6, -0.4, 0.3], [-0.6, 0.7, 0.0], [0.2, 0.1, -0.7], [0.3, 0.5, 0.8], [0.8, 0.0, 0.0], [-0.7, -0.3, 0.6], [-0.4, -0.8, -0.5], [0.1, -0.2, 0.1], [-0.3, 0.3, -0.1], [0.1, -0.5, 0.0], [0.0, 0.2, 0.0], [0.1, 0.0, 0.0], [-0.3, 0.0, 0.0], [0.4, 0.0, -0.3], [0.0, 0.2, 0.4], [0.1, 0.0, -0.2], [0.0, 0.1, -0.1], [0.0, 0.0, 0.1], [0.1, 0.1, 0.0], [0.0, 0.0, 0.0], [0.0, 0.2, 0.2], [0.0, 0.1, 0.0], [0.1, -0.1, -0.2], [0.1, -0.2, 0.1], [0.0, 0.0, 0.1], [-0.2, 0.1, 0.1], [0.0, 0.0, 0.0], [-0.1, -0.1, 0.0], [0.0, 0.0, -0.1], [-0.1, -0.1, 0.1], [0.1, 0.2, 0.0], [0.0, -0.4, 0.1], [0.4, 0.3, 0.0], [-0.2, -0.1, 0.0], [0.2, 0.1, 0.0], [-0.1, -0.1, 0.2], [0.0, 0.1, -0.5], [-0.2, 0.1, 0.3], [0.0, -0.1, -0.3], [-0.1, -0.1, -0.1], [0.0, 0.1, 0.1], [-0.1, 0.0, 0.0], [0.0, 0.0, 0.0], [-0.2, -0.1, 0.1], [0.0, -0.1, 0.0], [0.1, 0.0, -0.2], [0.1, 0.2, 0.0], [0.0, 0.1, 0.1], [0.0, -0.2, 0.2], [0.0, 0.0, 0.0], [0.1, 0.0, 0.1], [0.0, -0.1, -0.1], [0.0, 0.1, 0.2]], "total_charge": 1, "max_force_ha_per_bohr": 0.051, "gap_ev": 6.356}

---

# 2
{"formula": "C28H51Cl14N3O4S", "method": "the ωB97M-V functional and the def2-TZVPD basis", "species": ["C", "O", "C", "C", "C", "C", "C", "C", "C", "N", "N", "N", "C", "O", "C", "C", "C", "O", "C", "S", "C", "O", "H", "H", "H", "H", "H", "H", "H", "H", "H", "H", "H", "H", "H", "H", "H", "H", "H", "H", "H", "H", "H", "H", "H", "Cl", "C", "C", "Cl", "H", "H", "H", "H", "Cl", "C", "C", "Cl", "H", "H", "H", "H", "Cl", "C", "C", "Cl", "H", "H", "H", "H", "Cl", "C", "C", "Cl", "H", "H", "H", "H", "Cl", "C", "C", "Cl", "H", "H", "H", "H", "Cl", "C", "C", "Cl", "H", "H", "H", "H", "Cl", "C", "C", "Cl", "H", "H", "H", "H"], "xyz": [[-1.29785, -1.14913, 0.11333], [-1.19718, 0.27444, 0.57830], [-1.10631, 1.02164, -0.71532], [-0.60196, 2.57168, -0.54995], [1.02223, 2.77532, -0.47658], [1.88949, 1.86253, -1.52576], [3.22479, 1.30042, -1.07197], [3.87830, 1.55637, 0.41603], [3.25431, 0.62377, 1.61143], [2.58695, 1.51516, 2.67968], [2.28773, -0.44735, 1.15027], [4.44109, -0.02789, 2.33786], [4.14421, 0.36443, -2.10921], [5.07421, -0.44301, -1.57833], [3.89582, 0.38220, -3.73127], [5.05053, -0.17117, -4.75988], [5.46801, -1.74972, -4.53285], [4.32382, -2.65800, -4.33877], [2.56931, 0.92378, -4.19977], [2.10177, 0.99814, -6.02523], [1.47149, 1.50914, -3.08202], [0.21491, 1.67991, -3.57775], [-0.24220, -1.50038, -0.28101], [-1.77729, -1.85969, 0.90982], [-2.00727, -1.12987, -0.84683], [-0.45473, 0.35464, -1.42211], [-2.23336, 1.07936, -1.10508], [-1.04661, 3.23521, -1.40938], [-1.03938, 3.02604, 0.46368], [1.33650, 2.68225, 0.64661], [1.22776, 3.91190, -0.77802], [5.04809, 1.43418, 0.38060], [3.67193, 2.69914, 0.67743], [3.31982, 2.11786, 3.14030], [2.22854, 0.88652, 3.44468], [2.83359, -1.17529, 0.60139], [1.97397, -0.91879, 2.05116], [4.12946, -0.41828, 3.27179], [5.14995, 0.71482, 2.61673], [6.04119, 0.45772, -4.54955], [4.79740, -0.03694, -5.89526], [6.20515, -1.80665, -3.62211], [6.02559, -2.08145, -5.53096], [4.44801, -3.16179, -3.47971], [2.68040, 2.20311, -6.52848], [-3.69733, -2.04517, 4.11347], [-2.64624, -3.44865, 3.79715], [-1.32675, -3.35841, 4.54632], [-0.28334, -2.05839, 3.91725], [-2.49199, -3.52021, 2.71602], [-3.19793, -4.33605, 4.12139], [-0.76990, -4.29334, 4.43292], [-1.48104, -3.18169, 5.61529], [5.66594, 0.65920, -7.98069], [4.88655, 0.29922, -9.54196], [3.68462, -0.61810, -9.38585], [4.15497, -2.26699, -8.90173], [5.64098, -0.13416, -10.20587], [4.57062, 1.25712, -9.96572], [3.15814, -0.70716, -10.34080], [2.97867, -0.23507, -8.64244], [-7.51899, 1.64359, 5.18778], [-5.81890, 1.85671, 5.67654], [-5.27029, 0.63456, 6.39477], [-6.01358, 0.40608, 7.99782], [-5.75512, 2.75353, 6.30055], [-5.24735, 2.03786, 4.76140], [-4.19484, 0.75105, 6.55877], [-5.42899, -0.27956, 5.81430], [-7.31928, 4.13280, 7.28300], [-6.72415, 5.31930, 8.47154], [-6.63409, 6.72029, 7.88881], [-5.34854, 6.85780, 6.66288], [-5.75369, 4.97279, 8.84017], [-7.42902, 5.30925, 9.30822], [-6.39465, 7.43743, 8.67965], [-7.57757, 7.02622, 7.42621], [-3.71977, -2.44688, -2.70669], [-2.32110, -3.52288, -2.46058], [-2.73603, -4.90209, -1.97467], [-3.37807, -4.86512, -0.31308], [-1.63820, -3.03621, -1.75735], [-1.81278, -3.60613, -3.42580], [-1.86881, -5.56906, -1.96362], [-3.49830, -5.34567, -2.62267], [0.13317, 1.56893, 5.22522], [0.72830, 2.75543, 6.41377], [0.81836, 4.15642, 5.83104], [2.10391, 4.29393, 4.60511], [1.69876, 2.40892, 6.78240], [0.02342, 2.74538, 7.25045], [1.05780, 4.87356, 6.62188], [-0.12512, 4.46235, 5.36844], [-0.17309, -4.77357, -5.12084], [-0.59817, -5.93956, -6.39927], [-2.06679, -5.86077, -6.78322], [-3.13474, -6.44455, -5.48201], [-0.32589, -6.94034, -6.04993], [0.02591, -5.70026, -7.26543], [-2.25753, -6.49248, -7.65592], [-2.36432, -4.83744, -7.03226]], "forces_ev_per_a": [[-0.5, 0.5, -1.0], [0.2, -1.3, -2.4], [-1.0, 0.5, 0.2], [-0.1, 0.0, 0.5], [-0.5, 0.8, -0.8], [4.0, -1.9, 1.0], [-2.4, 0.8, -1.8], [-0.4, 0.7, -0.7], [1.0, 0.1, 1.7], [0.2, -0.7, -0.6], [1.5, 0.2, 1.3], [0.4, 0.6, 0.4], [2.5, -2.7, 2.1], [-5.2, 4.8, -3.2], [-3.2, 1.3, -1.1], [0.3, -0.1, 0.7], [0.8, 0.2, -0.1], [1.4, 0.4, 1.2], [3.6, -0.4, 2.6], [0.7, 0.8, 1.2], [-4.9, 0.6, -2.5], [7.7, -0.8, 3.5], [-1.9, 0.5, 1.1], [1.2, 1.6, -1.3], [1.3, -0.3, 2.1], [-1.1, 1.7, 1.0], [2.5, -0.2, 0.4], [0.9, -1.6, 1.5], [0.9, -1.2, -2.2], [-0.2, -0.4, -2.3], [-0.4, -2.4, 0.5], [-2.5, -0.1, -0.1], [0.3, -2.5, -0.5], [-1.0, -1.0, -0.8], [0.4, 0.9, -1.1], [-0.7, 1.3, 1.0], [0.4, 0.6, -1.6], [0.2, 0.6, -1.6], [-1.2, -1.1, -0.6], [-2.1, -1.3, -0.4], [-0.1, -0.1, 2.7], [-1.5, 0.0, -1.8], [-1.1, 0.7, 2.2], [-0.1, 1.2, -1.6], [-0.5, -1.4, 1.2], [0.0, 0.0, 0.0], [0.2, -0.2, 0.0], [-0.1, -0.3, 0.1], [0.0, 0.1, 0.0], [0.0, 0.1, 0.2], [0.1, 0.1, 0.0], [-0.1, 0.1, -0.1], [0.0, 0.1, -0.3], [0.1, 0.1, -0.3], [-0.2, -0.1, -0.3], [-0.1, 0.2, -0.1], [0.0, 0.1, 0.1], [-0.2, 0.0, 0.2], [0.0, -0.2, 0.1], [0.2, 0.0, 0.1], [0.2, -0.1, 0.0], [0.0, 0.0, 0.0], [0.5, -0.1, 0.0], [0.1, 0.0, -0.4], [-0.1, 0.0, 0.1], [0.0, -0.5, -0.2], [-0.1, -0.2, 0.1], [-0.2, 0.1, -0.1], [-0.1, 0.2, 0.2], [-0.3, 0.4, 0.3], [0.0, 0.2, 0.2], [-0.2, 0.0, 0.3], [0.0, 0.0, 0.0], [-0.2, 0.1, -0.2], [0.1, 0.1, -0.2], [0.0, -0.2, -0.1], [0.2, -0.2, 0.0], [0.0, 0.0, 0.0], [0.2, -0.2, 0.0], [0.2, 0.0, -0.4], [-0.1, 0.0, 0.1], [-0.2, -0.1, -0.1], [-0.2, -0.1, 0.2], [-0.1, 0.2, 0.0], [0.1, 0.2, 0.2], [0.0, 0.0, 0.0], [0.1, 0.2, 0.2], [-0.2, 0.0, 0.3], [0.0, 0.0, 0.0], [-0.2, 0.1, -0.2], [0.1, 0.1, -0.2], [0.0, -0.2, -0.1], [0.2, -0.2, 0.0], [0.1, -0.1, 0.0], [-0.1, -0.2, -0.3], [0.2, 0.1, -0.3], [0.0, 0.0, 0.0], [-0.1, 0.2, 0.0], [-0.2, 0.0, 0.1], [0.1, 0.0, 0.2], [0.1, -0.2, 0.2]], "max_force_ha_per_bohr": 0.165, "gap_ev": 7.064}